2 unconnected molecules or ions with the total composition C3H11N3O3, computed with wB97M-V/def2-TZVPD.

Computed properties:
Lowest unoccupied orbital energy (alpha / beta) = -0.220 / 0.548 eV
Orbital gap (alpha / beta) = 0.2229 / 0.3376 Eh
DFT total energy = -510.6410 Ha
Max |F| = 0.0890 Eh/bohr
M = 137.1 g/mol

Geometry as XYZ:
```
20
Properties=species:S:1:pos:R:3:forces:R:3
C -2.043170 0.064602 0.507763 0.91 3.88 -2.25
C -0.463543 1.469519 -1.053791 -3.36 2.47 -1.15
C 1.703953 -0.256356 1.127370 1.68 -0.42 -2.73
N -0.553736 -2.097390 -0.767816 -1.51 0.83 -0.17
N -1.133195 0.205451 -0.633230 -1.11 1.30 0.02
N -0.330161 -0.781908 -0.944548 3.79 -0.01 -1.13
O -1.301361 0.077695 1.658250 1.34 -0.99 1.31
O 0.166624 2.397087 -0.187968 0.60 -1.68 1.12
O 2.503350 0.066441 -0.022958 -1.29 2.30 3.51
H -2.625821 -0.739207 0.234802 -1.21 -2.68 0.33
H -2.803973 0.924477 0.376000 1.41 -0.82 0.95
H 0.237547 1.129959 -1.811949 -0.28 0.15 -0.20
H -1.373244 2.207063 -1.467892 2.37 -2.16 0.61
H 1.860715 -1.277627 1.385237 -0.33 -0.72 0.52
H 1.652267 0.471714 1.898237 0.19 0.79 0.30
H -1.223572 -2.283286 -0.029780 0.61 -1.03 0.31
H 0.369392 -2.500821 -0.890170 -0.82 -0.70 0.73
H -0.355036 -0.295134 1.488632 -2.16 0.84 -0.04
H 0.929833 1.942773 0.245552 -0.70 0.55 -0.60
H 2.517479 -0.670129 -0.576078 -0.13 -1.91 -1.46
```
Positions in Å, forces in eV/Å.

=====

A gas-phase ion, C3H11N3O3P (charge +1), computed with wB97M-V/def2-TZVPD.

Computed properties:
Charge = +1
Lowest unoccupied orbital energy = -3.041 eV
Orbital gap = 0.3833 Eh
DFT total energy = -852.0900 Ha
SMILES = C[N+](C)=C(N)N=P(O)(O)O
Max |F| = 0.0852 Eh/bohr
M = 168.1 g/mol

Geometry as XYZ:
```
21
Properties=species:S:1:pos:R:3:forces:R:3
C 2.225616 -0.687944 -0.876150 1.32 -1.94 0.96
N 0.915846 -0.658660 -0.318940 -2.80 1.05 -0.21
C -0.005071 -1.714734 -0.916722 1.34 0.71 2.97
C 0.251926 0.371873 0.274856 -1.59 -1.38 -0.86
N 0.812674 1.095016 1.216849 2.35 -1.95 -1.36
N -1.072713 0.494195 -0.006765 0.96 0.33 0.64
P -2.278814 1.227667 0.608801 -1.23 3.32 1.75
O -1.859493 2.512306 1.750808 0.38 -3.76 -2.22
O -3.422326 0.327442 1.228588 0.41 1.75 -2.27
O -3.061196 2.027095 -0.519299 -1.76 -0.80 0.32
H 2.808385 -1.432913 -0.286312 0.01 0.49 -0.61
H 2.190899 -1.025376 -1.892521 -0.32 -0.50 -0.59
H 2.791558 0.190969 -0.968201 0.31 1.69 0.61
H -0.910462 -1.598938 -0.242263 0.99 -1.17 -1.42
H -0.169846 -1.407644 -1.920623 -0.45 -0.37 -0.95
H 0.639329 -2.628563 -0.763058 -1.39 0.55 -0.55
H 0.302033 1.771672 1.677688 -0.82 1.71 1.29
H 1.657848 0.639350 1.533499 0.09 0.95 0.65
H -2.494030 3.205477 1.925635 -0.64 0.14 -0.23
H -3.527823 -0.198347 1.987689 0.44 -0.92 1.68
H -4.074254 1.910514 -0.605740 2.42 0.11 0.39
```
Positions in Å, forces in eV/Å.

=====

Q: What is the DFT total energy in the first record?
A: -510.6410 Ha

=====

Q: What is the M in the first record?
A: 137.1 g/mol

=====

Q: Look up the M of the first one.
A: 137.1 g/mol